# 1
A structure of composition C35H93Br18N17O14P4 in a non-equilibrium geometry, computed with ωB97M-V/def2-TZVPD.

Values from the calculation:
Total energy in a.u.: -51070.63746
E_LUMO in hartree: -0.0307

Geometry (Å):
1 C 7.666 4.468 -2.267
2 N 6.788 5.637 -2.263
3 O 7.420 6.690 -2.205
4 O 5.584 5.528 -2.309
5 H 8.603 4.612 -1.730
6 H 7.777 4.216 -3.322
7 H 7.086 3.705 -1.747
8 C -10.116 5.989 -3.923
9 N -10.379 5.424 -2.569
10 O -10.957 4.319 -2.538
11 O -9.757 5.956 -1.653
12 H -11.011 6.483 -4.302
13 H -9.749 5.215 -4.596
14 H -9.346 6.761 -3.930
15 C -7.118 2.854 3.948
16 N -7.449 2.006 5.159
17 O -7.611 0.819 5.043
18 O -7.477 2.596 6.251
19 H -6.526 2.263 3.250
20 H -6.406 3.618 4.260
21 H -8.081 3.286 3.673
22 C -5.577 9.425 0.828
23 N -4.997 10.482 1.601
24 O -3.945 11.004 1.169
25 O -5.583 10.817 2.610
26 H -4.852 9.094 0.085
27 H -6.507 9.713 0.337
28 H -5.801 8.595 1.498
29 C -9.913 -7.439 4.718
30 N -9.490 -6.579 3.641
31 O -9.542 -6.979 2.447
32 O -9.075 -5.488 3.994
33 H -10.244 -6.827 5.558
34 H -9.137 -8.161 4.970
35 H -10.877 -7.834 4.398
36 O 3.693 -7.657 0.534
37 P 4.723 -8.194 1.457
38 N 5.722 -6.963 2.099
39 C 5.159 -5.564 2.256
40 C 6.983 -7.225 2.850
41 N 5.761 -9.361 0.730
42 C 6.873 -8.941 -0.122
43 C 5.306 -10.710 0.250
44 N 4.120 -8.866 2.940
45 C 2.689 -8.685 3.403
46 C 4.844 -9.905 3.623
47 H 4.475 -5.447 3.097
48 H 4.661 -5.241 1.342
49 H 5.940 -4.830 2.451
50 H 7.283 -8.261 2.694
51 H 6.831 -7.074 3.918
52 H 7.778 -6.512 2.630
53 H 6.475 -8.586 -1.073
54 H 7.543 -8.250 0.389
55 H 7.561 -9.779 -0.237
56 H 6.112 -11.432 0.120
57 H 4.621 -11.191 0.948
58 H 4.761 -10.598 -0.687
59 H 2.087 -8.702 2.495
60 H 2.447 -9.420 4.170
61 H 2.671 -7.762 3.983
62 H 5.888 -9.770 3.339
63 H 4.546 -10.914 3.339
64 H 4.822 -9.770 4.704
65 O -2.103 1.088 1.230
66 P -1.989 0.183 0.050
67 N -2.950 0.623 -1.332
68 C -3.352 -0.186 -2.391
69 C -3.364 2.073 -1.453
70 N -2.485 -1.428 0.441
71 C -1.463 -2.340 0.955
72 C -3.888 -1.879 0.562
73 N -0.447 -0.031 -0.645
74 C -0.219 -0.766 -1.914
75 C 0.608 0.800 -0.065
76 H -4.440 -0.232 -2.413
77 H -2.949 -1.198 -2.432
78 H -3.070 0.261 -3.344
79 H -4.319 2.114 -1.978
80 H -2.575 2.520 -2.057
81 H -3.305 2.676 -0.546
82 H -0.440 -1.965 0.955
83 H -1.687 -2.522 2.006
84 H -1.377 -3.282 0.413
85 H -4.539 -1.077 0.214
86 H -3.998 -2.855 0.090
87 H -4.048 -1.978 1.636
88 H 0.822 -1.082 -1.987
89 H -0.861 -1.647 -1.907
90 H -0.351 -0.192 -2.831
91 H 0.912 1.543 -0.803
92 H 1.398 0.128 0.267
93 H 0.315 1.437 0.770
94 O 3.663 3.614 -11.590
95 P 3.047 2.860 -10.501
96 N 3.699 1.260 -10.396
97 C 3.355 0.272 -11.394
98 C 4.982 1.131 -9.730
99 N 1.263 2.881 -10.567
100 C 0.420 1.807 -10.083
101 C 0.526 4.095 -11.031
102 N 3.309 3.519 -8.949
103 C 2.785 3.029 -7.655
104 C 4.397 4.461 -8.755
105 H 4.088 0.331 -12.199
106 H 2.461 0.738 -11.808
107 H 3.173 -0.725 -10.993
108 H 5.826 0.867 -10.367
109 H 4.836 0.280 -9.065
110 H 5.274 2.005 -9.148
111 H -0.261 1.430 -10.846
112 H 1.020 0.971 -9.725
113 H -0.040 2.162 -9.161
114 H 1.157 4.619 -11.749
115 H -0.446 3.720 -11.351
116 H 0.387 4.774 -10.190
117 H 3.650 2.520 -7.229
118 H 2.387 3.829 -7.030
119 H 1.977 2.323 -7.847
120 H 3.921 5.403 -8.484
121 H 4.937 4.665 -9.680
122 H 5.108 4.182 -7.977
123 O 1.841 8.029 8.456
124 P 0.676 7.544 7.684
125 N -0.727 8.441 7.985
126 C -1.969 8.025 7.434
127 C -0.821 9.156 9.244
128 N 0.269 5.846 7.980
129 C 0.449 5.350 9.330
130 C -0.698 5.072 7.228
131 N 0.942 7.610 5.992
132 C 1.021 8.962 5.383
133 C 1.770 6.571 5.329
134 H -1.938 7.969 6.346
135 H -2.709 8.781 7.701
136 H -2.301 7.086 7.878
137 H -1.792 9.644 9.327
138 H 0.042 9.780 9.478
139 H -0.893 8.433 10.056
140 H -0.319 5.785 9.969
141 H 0.429 4.260 9.314
142 H 1.465 5.628 9.612
143 H -1.258 4.368 7.844
144 H -1.439 5.732 6.775
145 H -0.205 4.561 6.401
146 H 1.599 9.618 6.033
147 H 1.547 8.903 4.430
148 H 0.036 9.427 5.362
149 H 2.090 6.903 4.341
150 H 1.193 5.672 5.116
151 H 2.704 6.200 5.750
152 C 3.864 -0.779 7.651
153 Br 5.090 -2.388 7.792
154 Br 2.048 -1.375 7.106
155 Br 4.473 0.444 6.258
156 H 3.906 -0.246 8.601
157 C 3.798 -6.124 -5.665
158 Br 2.330 -4.933 -6.302
159 Br 5.530 -5.735 -6.641
160 Br 3.393 -8.050 -5.513
161 H 4.043 -5.791 -4.656
162 C -5.439 -4.496 8.540
163 Br -6.986 -5.078 9.502
164 Br -4.432 -6.011 7.772
165 Br -4.231 -3.442 9.680
166 H -5.817 -3.934 7.686
167 C -10.056 -6.108 -4.894
168 Br -10.730 -5.595 -6.680
169 Br -11.405 -7.100 -3.875
170 Br -9.523 -4.407 -3.926
171 H -9.204 -6.781 -4.986
172 C 10.260 -0.950 -3.840
173 Br 8.243 -0.929 -3.781
174 Br 10.927 -1.099 -5.727
175 Br 10.866 -2.547 -2.774
176 H 10.682 -0.081 -3.338
177 C -2.509 -9.266 -1.014
178 Br -2.087 -11.142 -1.312
179 Br -3.916 -8.763 0.377
180 Br -3.094 -8.335 -2.686
181 H -1.543 -8.788 -0.847

=====

# 2
A structure of composition C10H11OP in a non-equilibrium geometry, computed with ωB97M-V/def2-TZVPD.

Values from the calculation:
Total energy in a.u.: -804.12057
E_LUMO in hartree: 0.0308
Relative energy (zero: lowest compared OMol25 entry of this formula, charge and spin) in kcal per mole: 87.7

Geometry (Å):
1 C 3.119 0.196 0.556
2 C 2.337 -0.686 1.238
3 C 2.803 0.777 -0.635
4 C 1.120 -1.150 0.737
5 C 1.538 0.365 -1.158
6 C 0.755 -0.647 -0.476
7 C -2.022 0.068 0.941
8 C -1.893 -1.238 0.198
9 C -2.216 1.192 -0.153
10 C -1.621 0.993 -1.491
11 O -3.017 0.902 -1.273
12 P -0.777 -1.123 -1.235
13 H 4.111 0.320 0.871
14 H 2.665 -1.227 2.175
15 H 3.437 1.364 -1.220
16 H 0.657 -1.985 1.205
17 H 1.204 0.682 -2.190
18 H -2.918 0.297 1.488
19 H -1.143 0.422 1.426
20 H -1.690 -1.959 1.065
21 H -2.943 -1.465 -0.191
22 H -2.377 2.225 0.204
23 H -1.129 1.678 -2.081

=====

# 3
A structure of composition C26H35BCrN12OS, computed with ωB97M-V/def2-TZVPD.

Values from the calculation:
2S+1: 2
Total energy in a.u.: -3211.58498
E_LUMO (spin up / spin down) in hartree: -0.1057 / -0.1048
Relative energy (zero: lowest compared OMol25 entry of this formula, charge and spin) in kcal per mole: 0.0
Total charge: +1

Geometry (Å):
1 Cr -0.792 0.320 -0.638
2 C -1.134 0.046 3.607
3 C -1.214 0.758 2.410
4 N -0.864 -0.009 1.386
5 N -0.553 -1.224 1.897
6 C -0.703 -1.209 3.232
7 B 0.068 -2.296 0.974
8 N -0.896 -2.595 -0.199
9 C -1.364 -3.768 -0.651
10 C -2.209 -3.517 -1.716
11 C -2.200 -2.130 -1.853
12 N -1.410 -1.587 -0.931
13 N 1.344 -1.634 0.334
14 C 2.665 -1.772 0.516
15 C 3.327 -0.857 -0.281
16 C 2.307 -0.155 -0.913
17 N 1.118 -0.615 -0.528
18 N 0.340 -3.588 1.708
19 C 1.352 -4.495 1.672
20 C 0.984 -5.575 2.430
21 C -0.303 -5.248 2.894
22 N -0.692 -4.067 2.454
23 H -1.376 0.386 4.598
24 H -1.492 1.785 2.236
25 H -0.520 -2.097 3.811
26 H -1.084 -4.692 -0.175
27 H -2.760 -4.235 -2.295
28 H -2.727 -1.492 -2.544
29 H 3.067 -2.501 1.195
30 H 4.390 -0.725 -0.382
31 H 2.356 0.661 -1.617
32 H 2.241 -4.351 1.086
33 H 1.554 -6.468 2.613
34 H -0.962 -5.826 3.523
35 C 0.727 -1.335 -5.646
36 C 0.086 -0.361 -4.719
37 C -0.624 0.798 -4.948
38 C -0.971 1.298 -3.681
39 N -0.503 0.492 -2.731
40 N 0.132 -0.506 -3.385
41 C -1.751 2.533 -3.381
42 H 0.342 -1.198 -6.653
43 H 0.523 -2.362 -5.341
44 H 1.808 -1.197 -5.676
45 H -0.866 1.232 -5.902
46 H 0.561 -1.243 -2.847
47 H -2.000 3.042 -4.309
48 H -1.180 3.219 -2.755
49 H -2.666 2.288 -2.845
50 C 3.881 5.218 1.825
51 C 3.155 3.916 1.852
52 C 3.382 2.904 2.740
53 C 2.589 1.743 2.626
54 N 1.661 1.590 1.697
55 C 1.433 2.580 0.824
56 S 0.274 2.540 -0.407
57 N 2.177 3.727 0.933
58 C 2.740 0.618 3.598
59 H 4.655 5.238 2.586
60 H 3.188 6.040 2.008
61 H 4.344 5.376 0.850
62 H 4.143 2.999 3.499
63 H 2.002 4.437 0.233
64 H 3.708 0.629 4.096
65 H 2.581 -0.329 3.087
66 H 1.959 0.711 4.356
67 C -4.783 0.825 -0.635
68 C -3.504 1.275 0.048
69 C -3.480 2.773 0.295
70 O -2.412 0.915 -0.788
71 H -5.654 1.089 -0.034
72 H -4.782 -0.255 -0.781
73 H -4.881 1.307 -1.610
74 H -3.417 0.749 1.004
75 H -3.673 3.318 -0.631
76 H -2.513 3.098 0.679
77 H -4.250 3.046 1.018

=====

# 4
A structure of composition C5H10O, computed with ωB97M-V/def2-TZVPD.

Values from the calculation:
Total energy in a.u.: -271.60113
E_LUMO in hartree: 0.0259
Relative energy (zero: lowest compared OMol25 entry of this formula, charge and spin) in kcal per mole: 95.1

Geometry (Å):
1 C 1.550 -0.497 1.424
2 C 1.128 0.226 0.148
3 C -0.152 1.015 0.287
4 C -0.845 1.167 -1.023
5 C -1.519 -0.089 -0.500
6 O -1.199 -1.209 -1.263
7 H 0.857 -1.316 1.658
8 H 1.544 0.192 2.275
9 H 2.551 -0.930 1.327
10 H 1.853 1.025 -0.076
11 H 1.154 -0.459 -0.715
12 H -1.100 -0.142 0.598
13 H -1.504 2.028 -1.146
14 H -0.289 0.940 -1.940
15 H -2.585 0.048 -0.289
16 H -1.443 -1.999 -0.764